Record 1
C15H12N3O2PdS | ωB97M-V with the def2-TZVPD basis set

## Properties
- Charge: -1
- HOMO: -0.1513 hartree

Geometry as XYZ:
```
34
Properties=species:S:1:pos:R:3:lowdin_charge:R:1
Pd -0.214 0.815 1.271 0.756
N -3.694 3.296 1.486 0.107
C -2.626 2.508 1.569 -0.730
S -1.077 2.995 1.974 0.701
N -2.893 0.998 -0.131 0.023
N -2.072 -0.023 -0.634 0.001
C -2.256 -1.225 -0.276 -0.142
C -1.163 -2.192 -0.503 -0.154
C -1.426 -3.338 -1.246 -0.083
C -0.460 -4.291 -1.521 -0.142
C 0.818 -4.085 -1.003 -0.129
C 1.095 -2.981 -0.225 -0.036
C 0.124 -1.997 0.091 -0.356
O 0.467 -1.094 0.969 -0.201
H -3.566 4.295 1.489 0.097
H -4.495 2.925 0.999 0.109
H -3.174 -1.545 0.223 0.124
H -2.431 -3.469 -1.638 0.100
H -0.691 -5.164 -2.118 0.078
H 1.607 -4.803 -1.202 0.087
H 2.080 -2.835 0.200 0.104
C 3.824 2.113 -0.805 -0.134
C 2.690 1.817 -1.550 -0.117
C 1.503 1.466 -0.918 -0.113
C 1.434 1.411 0.474 -0.310
C 2.575 1.705 1.216 -0.126
C 3.762 2.054 0.580 -0.125
H 4.751 2.379 -1.301 0.084
H 2.729 1.850 -2.634 0.090
H 0.623 1.215 -1.500 0.091
H 2.542 1.655 2.298 0.086
H 4.643 2.276 1.172 0.087
O -2.299 0.211 2.017 -0.135
C -2.730 1.057 1.177 -0.695
```

Record 2
C14H21CaO12Pt | ωB97M-V with the def2-TZVPD basis set

## Properties
- Charge: 0
- Spin multiplicity: 4
- HOMO (alpha / beta): -0.2807 / -0.3675 hartree

Geometry as XYZ:
```
49
Properties=species:S:1:pos:R:3:mulliken_spin:R:1
Ca 0.872 -1.084 3.580 -0.016
Pt -0.084 -3.551 1.004 3.115
C 3.797 -2.400 0.576 0.015
C 2.828 -1.990 1.649 0.039
O 3.112 -1.381 2.715 0.019
O 1.648 -2.050 1.296 -0.057
H 3.781 -1.969 -0.425 0.003
H 3.527 -3.445 0.424 0.003
H 4.801 -2.021 0.769 -0.001
C -2.394 0.336 0.549 0.009
C -1.469 -0.493 1.471 -0.024
O -1.286 -1.647 1.086 -0.057
O -0.756 0.070 2.303 -0.003
H -3.052 0.999 1.111 0.000
H -2.986 -0.249 -0.155 -0.001
H -1.838 0.992 -0.121 0.002
C -0.458 -4.928 4.982 0.005
C -0.116 -3.528 4.559 -0.011
O 0.235 -2.585 5.266 0.009
O -0.189 -3.180 3.349 -0.053
H -0.158 -4.822 6.025 0.000
H 0.274 -5.683 4.699 0.002
H -1.466 -5.330 4.880 0.000
C 1.468 0.058 -0.947 0.012
C 1.958 1.219 -1.855 0.002
C 2.141 2.646 -1.365 0.000
O 3.259 3.005 -2.118 0.000
C 4.014 1.949 -2.319 0.000
O 5.196 1.963 -2.680 0.000
O 3.340 0.893 -2.098 0.000
H 0.478 0.208 -0.517 -0.002
H 2.269 -0.344 -0.327 -0.004
H 1.397 -0.779 -1.642 -0.006
H 1.322 1.174 -2.740 0.000
H 2.200 2.796 -0.287 0.000
H 1.325 3.353 -1.516 0.000
C -1.744 2.042 -3.259 0.000
C -2.890 2.862 -2.909 0.000
C -4.085 2.006 -2.395 0.000
O -4.408 2.428 -1.097 0.000
C -3.558 3.306 -0.732 0.000
O -3.406 3.754 0.336 0.000
O -2.705 3.604 -1.716 0.000
H -1.803 1.108 -2.701 0.000
H -0.776 2.533 -3.155 0.000
H -1.869 1.712 -4.290 0.000
H -3.082 3.477 -3.788 0.000
H -3.767 0.964 -2.357 0.000
H -4.900 1.999 -3.118 0.000
```

- Which value of charge does entry 1 give?
  -1